Entry 1:
C20H22CdN2 | ωB97M-V with the def2-TZVPD basis set

Results
Energy relative to the best compared isomer or geometry (same formula, charge and spin)   64.0 kcal per mole
Gap between HOMO and LUMO   0.2346 Eh
Energy   -1052.29973 a.u.
Spin multiplicity   1
HOMO energy   -0.2450 Eh

```
45
Properties=species:S:1:pos:R:3:forces:R:3:mulliken_charge:R:1
C -0.672 2.508 1.076 2.1960 0.1004 0.5463 -0.26
C -1.739 1.933 -1.590 1.6460 0.3139 -2.9240 -0.12
C 0.545 2.734 0.396 -1.7446 2.9921 3.3217 -0.76
H -0.601 2.003 2.077 -0.0442 0.4057 -1.0807 0.36
C -0.468 1.996 -2.196 -1.7648 1.4030 -0.4745 -0.84
H -2.445 1.232 -2.047 0.3081 -0.1615 0.5570 0.75
H 1.446 2.785 1.053 -0.8314 -0.5366 -0.8866 0.53
H -0.172 1.307 -2.980 -0.3922 -0.2680 -0.0745 0.64
C 0.555 3.842 -0.684 0.4926 -1.1322 -0.7894 -0.80
H 1.516 4.385 -0.630 -0.3933 -0.2972 -0.0533 0.40
H -0.236 4.598 -0.538 0.3700 -0.5664 0.2201 0.34
C -2.018 3.033 0.722 -0.4128 -0.3068 -0.7488 -0.61
H -2.173 4.048 1.126 -0.0592 -0.1575 -0.0094 0.33
H -2.749 2.364 1.203 0.0352 0.3892 -0.2454 0.47
C -2.292 3.072 -0.824 -0.7327 0.6079 1.4230 -1.09
H -1.941 4.030 -1.217 0.0234 -0.2630 -0.1406 0.49
H -3.376 3.088 -0.946 -0.0325 -0.0378 -0.0915 0.37
C 0.418 3.212 -2.131 0.6676 0.5567 1.0427 -0.89
H 0.035 4.021 -2.769 0.0253 -0.3805 -0.2063 0.30
H 1.432 2.937 -2.472 -0.5111 0.1375 0.0058 0.43
Cd -0.204 0.513 -0.588 0.8686 -1.5124 2.0646 0.07
H 1.305 1.092 0.278 0.3677 -0.9313 -1.3794 -0.05
C 4.806 -4.032 0.012 0.1490 0.1560 -0.0867 -0.41
C 4.672 -2.716 -0.424 0.2862 0.4863 -0.1334 -0.41
C 3.469 -2.043 -0.278 -1.4420 -0.3262 0.3884 -0.24
C 2.338 -2.683 0.293 1.4241 -1.1285 0.4196 0.08
C 2.495 -3.997 0.795 0.3408 0.3707 -0.4555 -0.29
C 3.719 -4.653 0.618 -0.2915 -0.4129 0.3638 -0.47
N 1.112 -1.996 0.276 -2.5338 -0.0443 0.4649 0.02
N 0.162 -2.538 0.926 2.9718 -0.3270 -0.6885 -0.13
C -1.134 -2.051 0.883 -2.4641 0.0617 0.5802 0.39
C -2.058 -2.919 1.535 0.6208 0.6450 -0.6916 -0.30
C -3.414 -2.614 1.555 0.1048 0.2655 -0.0474 -0.69
C -3.866 -1.395 1.028 0.2242 0.5516 -0.3410 -0.66
C -2.963 -0.499 0.411 -0.0047 -1.7574 0.8760 0.12
C -1.623 -0.866 0.325 1.3462 0.8770 -0.6545 -0.15
H 5.764 -4.553 -0.112 -0.5299 0.1813 0.0652 0.35
H 5.514 -2.182 -0.885 -0.3335 -0.3513 0.2406 0.32
H 3.295 -1.015 -0.578 0.3110 -0.0282 -0.1828 0.30
H 1.663 -4.496 1.286 0.1602 0.1328 -0.2202 0.39
H 3.829 -5.691 0.966 -0.1054 0.5506 -0.1233 0.31
H -1.634 -3.818 1.966 -0.2715 -0.0876 0.0527 0.44
H -4.110 -3.327 1.985 0.0174 0.2087 0.0350 0.34
H -4.916 -1.101 1.083 0.1915 -0.3184 0.0629 0.37
H -3.286 0.455 0.017 -0.2533 -0.0603 -0.0011 0.28
```
Positions in Å, forces in eV/Å.


Entry 2:
C5H8O | ωB97M-V with the def2-TZVPD basis set

Results
Energy relative to the best compared isomer or geometry (same formula, charge and spin)   103.5 kcal per mole
Gap between HOMO and LUMO   0.2905 Eh
Energy   -270.39291 a.u.
Spin multiplicity   1
HOMO energy   -0.2862 Eh

```
14
Properties=species:S:1:pos:R:3:forces:R:3:mulliken_charge:R:1
C -0.848 0.918 -1.276 -0.0022 0.0386 0.0708 -1.13
C -0.299 -0.432 -0.930 -0.0779 0.0151 0.0197 0.17
C 1.113 -0.015 0.557 0.3420 0.1561 0.1281 -0.66
C -0.216 -0.988 0.325 -0.0634 -0.2227 -0.2535 -0.38
C 0.150 -0.227 1.741 -0.1747 0.3115 -0.3656 0.17
O 0.426 -0.955 2.720 0.0622 -0.0497 0.1173 -0.73
H -1.089 1.510 -0.390 0.0402 -0.1015 -0.1217 0.29
H -0.165 1.480 -1.921 -0.0886 -0.0833 0.0746 0.35
H -1.770 0.762 -1.850 0.1162 0.0052 0.0629 0.37
H -0.066 -1.067 -1.790 -0.0202 0.0681 0.1345 0.32
H 1.148 0.976 0.121 -0.0381 -0.1591 0.0580 0.33
H 2.025 -0.601 0.489 -0.1489 0.0611 0.0128 0.34
H 0.098 -2.028 0.386 -0.0596 0.1250 0.0037 0.32
H -0.505 0.667 1.819 0.1130 -0.1644 0.0583 0.24
```
Positions in Å, forces in eV/Å.